1.
DFT (ωB97M-V/def2-TZVPD) results for 2 unconnected molecules or ions with the total composition C4H14N3O.

Geometry as ORCA input:
```
! wB97M-V def2-TZVPD RIJCOSX def2/J DEFGRID3
* xyz 1 1
C -1.48881 1.00805 0.45007
C -1.62405 -0.25032 -0.46439
C -0.35969 -0.41623 -1.40296
N 2.54537 -0.27243 -2.24747
C 2.03437 0.09130 -1.05030
N 0.87395 -0.23462 -0.55357
N -0.34506 1.05339 1.38379
H -2.46508 1.02014 1.06216
H -1.39184 1.91709 -0.20268
H -2.50078 -0.14149 -1.11832
H -1.76092 -1.16230 0.18502
H -0.34018 0.29036 -2.28329
H -0.32197 -1.45633 -1.79698
H 3.24950 0.28416 -2.73563
H 1.66175 -0.49716 -2.89619
H 2.68102 0.59238 -0.38027
H -0.08980 1.95646 1.59700
H 0.53890 0.22622 0.51910
H -0.52128 0.53633 2.26218
H -1.70094 -0.97928 3.74675
H -0.81053 -1.80436 2.91153
O -1.13982 -0.90042 2.98199
*
```

The molecular weight is 120.2 Da. The total energy comes out at -400.066050 Ha. The value obtained for the relative energy (zero: lowest compared OMol25 entry of this formula, charge and spin) is 1.809 eV.

=====

2.
DFT (ωB97M-V/def2-TZVPD) results for a molecular structure, C16H48O16.

Geometry as ORCA input:
```
! wB97M-V def2-TZVPD RIJCOSX def2/J DEFGRID3
* xyz 0 1
C -4.82268 1.32343 -18.80610
C -4.15600 2.63326 -18.93785
O -5.04879 3.70633 -18.96971
O -5.53551 0.83441 -19.92733
H -5.50167 1.35474 -17.95398
H -4.20046 0.45214 -18.60163
H -3.59955 2.58551 -19.87389
H -3.48625 2.79228 -18.09271
H -4.71862 4.60261 -18.87342
H -5.94111 1.66289 -20.19328
C -6.06248 -0.95708 -18.69210
C -6.11952 -2.36704 -19.26918
O -7.09464 -3.21112 -18.70169
O -7.02545 -0.21406 -19.43876
H -5.09989 -0.46293 -18.82378
H -6.33388 -0.86138 -17.64077
H -5.11434 -2.75123 -19.09564
H -6.28030 -2.20802 -20.33547
H -7.99894 -2.89290 -18.65105
H -6.56075 0.53351 -19.82189
C -5.62007 -6.14405 -19.41489
C -5.71315 -4.76162 -20.03147
O -7.06971 -4.50274 -20.18491
O -6.13271 -6.41554 -18.10218
H -4.59332 -6.50996 -19.41811
H -6.05328 -6.82216 -20.15014
H -5.56871 -4.70048 -21.11013
H -5.14834 -3.88618 -19.71101
H -7.22892 -3.77911 -19.57449
H -5.68000 -5.94694 -17.39715
C -3.26560 -1.44748 -17.68926
C -2.64989 -2.17900 -16.41060
O -3.63476 -2.08932 -15.31671
O -3.46337 0.00020 -17.50392
H -4.29538 -1.77538 -17.83108
H -2.62270 -1.70190 -18.53191
H -1.80661 -1.62409 -15.99943
H -2.39021 -3.23466 -16.48962
H -3.40034 -2.02102 -14.38828
H -3.99501 -0.01824 -16.70480
C -4.72054 -3.16624 -21.98903
C -4.72660 -4.07021 -23.21377
O -3.54514 -3.82632 -24.06977
O -3.78631 -3.39001 -20.95730
H -5.72235 -3.24497 -21.56679
H -4.59693 -2.14747 -22.35635
H -5.63249 -3.94164 -23.80617
H -4.73604 -5.14445 -23.02926
H -2.82918 -4.04085 -23.46728
H -3.03333 -2.86988 -21.24729
C -7.21213 2.83762 -20.78052
C -8.43462 3.69867 -21.28669
O -8.00164 4.90717 -21.97267
O -7.59768 1.61622 -20.18934
H -6.55857 3.43123 -20.14131
H -6.60475 2.65831 -21.66767
H -9.12337 4.09378 -20.53996
H -9.06548 3.06373 -21.90878
H -7.79448 5.60134 -21.34272
H -7.66001 1.63135 -19.23149
C -9.51072 -2.98941 -19.50918
C -8.81143 -1.84553 -20.40471
O -8.28129 -2.40316 -21.65252
O -10.54887 -3.52047 -20.29497
H -9.88383 -2.49119 -18.61438
H -8.64154 -3.54815 -19.16213
H -7.95398 -1.36628 -19.93227
H -9.45051 -0.96823 -20.50493
H -7.79423 -1.68343 -22.06040
H -10.29711 -3.94119 -21.12032
C -8.18165 -2.23392 -16.59001
C -8.82496 -1.47007 -15.42419
O -9.86373 -2.27221 -14.77975
O -9.01064 -2.49044 -17.69863
H -7.95422 -3.25882 -16.29685
H -7.39376 -1.54426 -16.89281
H -9.32801 -0.57451 -15.78889
H -8.05360 -1.20684 -14.70043
H -9.88069 -1.93317 -13.88177
H -9.66469 -3.17815 -17.55415
*
```

The molecular weight is 496.5 Da. The total energy comes out at -1841.278588 Ha. The value obtained for the relative energy (zero: lowest compared OMol25 entry of this formula, charge and spin) is 23.522 eV.

=====

3.
DFT (ωB97M-V/def2-TZVPD) results for 2 unconnected molecules or ions with the total composition C5H15NSi.

Geometry as ORCA input:
```
! wB97M-V def2-TZVPD RIJCOSX def2/J DEFGRID3
* xyz 0 1
C 3.80260 0.15271 0.53656
C -2.68787 1.13667 0.86024
C 2.44573 -0.08263 0.00004
C -3.23480 0.78161 -0.56922
C 1.51783 -0.68002 0.95215
N -1.88733 -1.29684 -1.99930
Si -3.40079 -1.11331 -1.14930
H 4.45848 0.47413 -0.25266
H 3.77861 0.99984 1.19225
H 4.34067 -0.67300 0.97733
H -3.38104 0.64621 1.57221
H -1.72015 0.63615 1.10396
H -2.60581 2.16988 0.99701
H 2.04424 0.82116 -0.39359
H 2.63605 -0.86824 -0.76702
H -2.64694 1.32776 -1.31652
H -4.29401 1.21505 -0.65395
H 0.49769 -0.78702 0.56664
H 1.50844 -0.14231 1.92301
H -1.69625 -2.21980 -2.47679
H -1.11085 -0.62038 -2.33997
H 1.63551 -1.87762 1.23690
*
```

The molecular weight is 117.3 Da. The total energy comes out at -543.692171 Ha. The value obtained for the relative energy (zero: lowest compared OMol25 entry of this formula, charge and spin) is 1.723 eV.

=====

4.
DFT (ωB97M-V/def2-TZVPD) results for a molecular structure, C31H59Br2N3RhSi3.

Geometry as ORCA input:
```
! wB97M-V def2-TZVPD RIJCOSX def2/J DEFGRID3
* xyz 1 5
Rh 0.63598 -0.06866 0.12112
C -2.71342 -1.65538 0.67488
Si -1.27262 -1.48721 -0.50573
C -1.93722 -1.44461 -2.24643
C -0.18742 -3.04117 -0.32453
C -0.87061 -4.21258 -0.68647
C -0.27268 -5.46111 -0.61488
C 1.03924 -5.56981 -0.18150
C 1.73698 -4.42925 0.18228
C 1.15624 -3.15230 0.12978
Si 2.26152 -1.75298 0.76753
C 2.47592 -2.01845 2.60683
C 3.93293 -1.91628 -0.04854
H -3.52249 -2.19176 0.17104
H -3.09758 -0.68593 0.99932
H -2.42831 -2.23247 1.55813
H -2.55911 -2.32999 -2.40743
H -1.14153 -1.44722 -2.99284
H -2.56222 -0.56385 -2.41362
H -1.89899 -4.15561 -1.02974
H -0.82868 -6.34616 -0.89699
H 1.51520 -6.54045 -0.12426
H 2.76180 -4.54265 0.52235
H 3.07249 -2.92523 2.74733
H 1.51238 -2.17329 3.09803
H 2.99393 -1.19581 3.10404
H 4.38840 -2.85642 0.27575
H 4.60938 -1.10764 0.23019
H 3.85689 -1.93266 -1.13702
Br 1.69590 0.29482 -6.78215
C 1.45907 0.23932 -4.92718
C 0.94932 1.34016 -4.25863
C 0.79149 1.25142 -2.88741
N 1.11339 0.15943 -2.18864
C 1.59018 -0.89782 -2.85214
C 1.78473 -0.90549 -4.21977
H 0.68078 2.24480 -4.78503
H 0.38469 2.08522 -2.32922
H 1.81234 -1.77847 -2.25959
H 2.17225 -1.78386 -4.71528
C 4.68292 3.47153 3.20895
C 3.71936 2.63381 2.34417
C 2.76957 1.85691 3.26927
C 4.54169 1.58247 1.59125
Si 2.80079 3.79020 1.14409
Br 0.93858 2.50476 0.45714
C 3.70882 4.16029 -0.48556
C 2.93375 5.18875 -1.32247
C 3.89842 2.91504 -1.36714
C 5.10184 4.73918 -0.16335
C 1.92303 5.27108 1.95914
C 2.95230 6.40626 2.13721
C 0.73973 5.81767 1.14182
C 1.35345 4.89842 3.33524
H 5.27890 2.79534 3.82988
H 4.16105 4.15178 3.88057
H 5.38104 4.05922 2.60896
H 3.37380 1.28094 3.97866
H 2.16483 1.14783 2.70102
H 2.10429 2.49223 3.84812
H 4.96910 0.88776 2.32280
H 5.37195 2.01674 1.03617
H 3.92572 1.00045 0.90129
H 1.90869 4.87113 -1.52795
H 3.44214 5.30871 -2.28412
H 2.90252 6.17000 -0.85119
H 2.96236 2.39343 -1.55809
H 4.60428 2.20243 -0.95008
H 4.29794 3.23820 -2.33401
H 5.05484 5.65037 0.43422
H 5.60494 4.99094 -1.10209
H 5.73652 4.02322 0.36022
H 3.27458 6.82044 1.18204
H 3.84098 6.09695 2.69057
H 2.48435 7.21947 2.70043
H 1.01691 6.15136 0.14639
H 0.33286 6.68301 1.67433
H -0.06524 5.08844 1.04417
H 2.12082 4.63530 4.06122
H 0.63981 4.07338 3.26892
H 0.81424 5.76409 3.73225
C -2.70807 2.58279 3.75057
C -1.93250 1.27390 3.83145
C -2.86539 0.13133 4.21894
C -0.80325 1.40586 4.85853
N -1.43425 1.03252 2.45646
N -0.42174 0.04263 2.33695
H -3.21929 2.78156 4.69250
H -3.45515 2.53459 2.95648
H -2.03747 3.42363 3.54831
H -3.27326 0.29457 5.21731
H -2.34021 -0.82799 4.23799
H -3.69148 0.05727 3.51099
H -1.20666 1.72917 5.81846
H -0.06749 2.15052 4.53911
H -0.28917 0.45790 5.03452
H -1.07278 1.89045 2.05845
H -0.84904 -0.86304 2.50119
H 0.32257 0.16322 3.02526
*
```

The molecular weight is 820.8 Da. As for the expectation value of S²: 6.01. The total energy comes out at -7507.736603 Ha.

=====

5.
DFT (ωB97M-V/def2-TZVPD) results for a gas-phase ion, C10H16N3O (charge +1).

Geometry as ORCA input:
```
! wB97M-V def2-TZVPD RIJCOSX def2/J DEFGRID3
* xyz 1 1
C -1.68435 -1.05110 2.07450
N -2.24441 0.19875 1.50084
C -1.88362 0.97826 0.51696
N -0.93061 0.54476 -0.27632
C 0.31244 0.26811 -0.35373
C 0.64309 -0.78349 -1.37987
C -0.46181 -1.74935 -1.61456
C -0.14330 -0.67744 -2.60632
C 1.35348 0.84745 0.50791
C 2.72918 0.20135 0.77292
C 2.72375 1.24760 -0.20970
N -2.65226 2.01606 0.22926
C -2.43877 3.08335 -0.66024
O -3.12972 4.05916 -0.78702
H -1.62611 -1.96839 1.52043
H -0.66552 -0.88815 2.45304
H -2.30514 -1.24009 2.95860
H -3.26943 0.41418 1.77109
H 1.64404 -1.06838 -1.56448
H -1.27009 -1.80325 -0.88561
H -0.15798 -2.71093 -1.93586
H 0.48504 -0.85710 -3.52207
H -0.57822 0.22245 -2.53551
H 0.96069 1.55669 1.18340
H 2.86477 -0.79518 0.44831
H 3.14520 0.31338 1.80664
H 3.12820 2.20637 0.09631
H 2.54076 1.04473 -1.28130
H -3.43483 2.19785 0.74941
H -1.42072 3.03438 -1.21048
*
```

The molecular weight is 194.3 Da. The total energy comes out at -629.810820 Ha. The structure (SMILES) is C/[NH+]=C(\N=C(C1CC1)C1CC1)NC=O. The value obtained for the relative energy (zero: lowest compared OMol25 entry of this formula, charge and spin) is 2.385 eV.